Record 1
Below is a molecular structure, C9H13Cl2I2NOPRh in a non-equilibrium geometry, with properties calculated with ωB97M-V/def2-TZVPD.

```
30
Properties=species:S:1:pos:R:3:mulliken_spin:R:1
I -4.1416 -1.5016 -1.8767 1.474
I -4.7264 1.0653 -1.6214 1.450
Rh 0.5068 0.0630 -0.0482 1.171
P 0.3953 -0.0456 -2.2192 -0.037
C -1.2297 -0.0040 -2.9855 0.026
C 1.2162 1.4984 -2.6375 0.006
H 2.3086 -1.5408 -2.4901 -0.001
H 1.3860 -1.3039 -4.0080 -0.001
H 0.7683 -2.3807 -2.7467 0.002
C 1.2989 -1.4429 -2.9270 -0.006
H 2.1597 1.5708 -2.1062 -0.002
H 1.3640 1.5249 -3.7313 0.001
H -1.1320 0.0584 -4.0933 0.010
H -1.7900 0.8515 -2.5880 -0.006
H 0.5582 2.3090 -2.3320 0.006
H -1.7786 -0.9076 -2.7149 0.006
C -1.2374 -0.2468 0.1643 -0.175
O -2.3493 -0.4762 0.4405 0.018
Cl 2.8761 -0.3411 -0.2010 0.074
Cl 2.2567 1.9889 4.9449 0.000
C 1.2349 0.9799 4.0834 0.003
C 0.2912 0.1639 4.7616 -0.001
C -0.5740 -0.6247 4.1098 0.002
C -0.3281 -0.8184 2.7267 0.002
N 0.4330 0.0510 2.1202 -0.022
C 1.2098 0.9620 2.6467 0.002
H 0.2846 0.2879 5.8882 0.000
H -1.4532 -1.0631 4.5569 0.000
H -0.9320 -1.5431 2.1485 -0.006
H 1.8518 1.5152 1.9877 0.002
```

Computed properties:
Spin multiplicity: 5
Frontier orbital gap (alpha / beta): 8.221 / 3.075 eV
E_LUMO (alpha / beta): -6.58 / -11.72 eV
Electronic energy: -66605.538 eV
Largest force on an atom: 4.568 eV/Å
ΔE to the lowest compared entry with this formula, charge and spin: 45.31 kcal per mole
Net charge: +2
<S²>: 6.02

=====

Record 2
Below is a molecular structure, C27H69B3NO7Sn2 in a non-equilibrium geometry, with properties calculated with ωB97M-V/def2-TZVPD.

```
109
Properties=species:S:1:pos:R:3:lowdin_charge:R:1
Sn -1.1285 -0.2374 6.4934 1.727
Sn 2.3192 -2.9383 5.4553 1.675
B 1.5193 0.0246 4.7252 -0.584
H 0.7588 -0.6400 4.3454 -0.089
H 1.5251 0.0167 5.8041 -0.113
H 2.4952 -0.2106 4.3296 -0.041
H 1.2298 1.0084 4.3897 -0.024
B 0.9854 -1.7233 8.1509 -0.607
H 0.3985 -2.3002 7.4531 -0.114
H 1.4539 -0.9494 7.5629 -0.100
H 0.3250 -1.3916 8.9371 -0.038
H 1.7669 -2.3613 8.5337 -0.038
B -0.8783 -2.8912 4.5826 -0.515
H -0.0061 -3.0214 3.9609 -0.078
H -0.5754 -3.0251 5.6096 -0.107
H -1.3098 -1.9239 4.3768 -0.087
H -1.5734 -3.6434 4.2429 -0.021
C -3.3132 -0.0264 2.9980 -0.075
C -4.2645 0.5050 4.0527 -0.260
N -4.2044 -0.2209 5.3519 -0.170
C -4.5671 -1.6417 5.2338 -0.244
C -5.9078 -1.9164 4.5676 -0.070
C -5.0800 0.5228 6.2956 -0.227
C -5.0484 -0.0372 7.7557 -0.058
H -3.6490 -0.9714 2.5711 0.079
H -2.3528 -0.1838 3.4887 0.044
H -3.2512 0.6358 2.1345 0.084
H -4.0504 1.5684 4.1594 0.087
H -5.2658 0.4979 3.6222 0.115
H -3.7656 -2.0685 4.6309 0.097
H -4.5758 -2.1540 6.1958 0.091
H -6.0761 -2.9927 4.6040 0.081
H -6.7794 -1.4153 4.9885 0.074
H -5.8863 -1.6074 3.5225 0.067
H -6.1000 0.4227 5.9247 0.098
H -4.9513 1.6039 6.2422 0.103
H -4.9790 -1.1176 7.8822 0.056
H -5.8752 0.3431 8.3557 0.077
H -4.1554 0.3811 8.2200 0.031
C 0.1224 -4.5034 11.2264 -0.008
C -0.1408 -3.3741 12.2142 -0.489
O 0.3318 -3.3167 13.3234 0.087
C -1.1451 -2.3737 11.7286 -0.016
H 0.4083 -4.0736 10.2664 0.070
H -0.7859 -5.1059 11.2101 0.078
H 0.9039 -5.1392 11.6425 0.085
H -1.1084 -1.5725 12.4667 0.082
H -2.1186 -2.8405 11.5790 0.078
H -0.8627 -1.9525 10.7638 0.062
C -0.5130 4.5922 4.6747 -0.006
C -1.5516 3.6144 4.2177 -0.512
O -1.5240 2.4573 4.5704 0.012
C -2.5006 4.0619 3.1312 0.005
H 0.3854 4.4955 4.0651 0.094
H -0.1872 4.3148 5.6771 0.070
H -0.9285 5.5999 4.6826 0.085
H -3.1071 4.9296 3.3908 0.088
H -3.2588 3.2821 3.0590 0.068
H -1.9554 4.1307 2.1898 0.090
C 2.0074 1.3480 9.0394 -0.019
C 1.6740 2.1600 7.7721 -0.409
O 0.4850 2.4096 7.5289 -0.018
C 2.7691 2.6714 6.8147 0.007
H 1.1522 0.8447 9.4905 0.047
H 2.3183 1.9934 9.8609 0.089
H 2.7816 0.5844 8.9649 0.085
H 3.6366 3.1316 7.2877 0.088
H 2.2876 3.2499 6.0264 0.078
H 3.1198 1.7687 6.3143 0.071
C -2.1421 4.0925 9.2387 0.007
C -2.6951 3.6102 7.8785 -0.419
O -2.6385 2.4161 7.5348 -0.033
C -3.3941 4.6591 7.0346 -0.005
H -1.6065 5.0372 9.1440 0.089
H -1.4823 3.3061 9.6052 0.050
H -2.9617 4.1484 9.9551 0.089
H -2.6659 5.4183 6.7491 0.083
H -4.2197 5.0966 7.5960 0.096
H -3.7242 4.2370 6.0854 0.074
C -1.9756 -4.9163 7.6423 0.005
C -2.6497 -3.7436 8.3131 -0.386
O -2.4698 -2.5570 7.8930 -0.067
C -3.5433 -4.0855 9.5191 -0.014
H -1.0504 -5.0631 8.1995 0.088
H -1.8114 -4.6961 6.5874 0.073
H -2.5917 -5.7764 7.9044 0.089
H -2.9099 -4.7064 10.1527 0.069
H -4.4180 -4.7113 9.3418 0.091
H -3.9630 -3.2675 10.1046 0.076
C -0.8746 1.2463 11.4481 -0.013
C -2.0231 0.6499 10.6412 -0.469
O -1.7719 0.2291 9.5108 -0.041
C -3.3995 0.6085 11.2437 0.000
H -1.2247 1.7948 12.3226 0.086
H -0.3242 1.9233 10.7949 0.061
H -0.1727 0.5207 11.8591 0.087
H -3.3009 0.4661 12.3198 0.087
H -3.9683 -0.2097 10.8019 0.082
H -3.9253 1.5554 11.1216 0.093
C 0.0336 -0.2538 1.0637 -0.009
C -0.2110 1.1941 0.8298 -0.459
O -0.8991 1.6287 -0.1087 0.036
C 0.4721 2.2256 1.7346 -0.015
H 0.9781 -0.5048 0.5810 0.097
H -0.7855 -0.8140 0.6125 0.093
H 0.1312 -0.4281 2.1353 0.061
H 0.0071 3.1765 1.4745 0.069
H 1.5305 2.3462 1.5033 0.093
H 0.4141 2.0091 2.8013 0.039
```

Computed properties:
Spin multiplicity: 1
Frontier orbital gap: 5.555 eV
E_LUMO: -5.41 eV
Electronic energy: -58615.306 eV
Largest force on an atom: 5.334 eV/Å
ΔE to the lowest compared entry with this formula, charge and spin: 4.93 kcal per mole
Net charge: +1